(1)
This record from OMol25 describes a cluster of 5 separate species, C13H33N4O7 in total. The level of theory is the ωB97M-V functional and the def2-TZVPD basis.

Each line ends with the natural charge from an NBO analysis.
Element x y z (Å)
C: 1.31 3.18 2.30  -0.7320
C: 0.97 4.51 2.94  0.7096
O: 1.18 4.77 4.05  -0.3944
N: 0.34 5.62 2.06  -0.5937
H: 0.83 6.49 2.29  0.4641
H: 0.56 5.48 1.07  0.4361
C: -1.13 5.89 2.36  -0.4244
H: 2.38 2.96 2.35  0.2803
H: 0.95 3.11 1.27  0.2110
H: 0.81 2.44 2.92  0.2882
H: -1.48 5.13 3.06  0.2426
H: -1.77 5.81 1.49  0.2488
H: -1.18 6.84 2.88  0.2633
C: -4.20 -1.85 0.68  -0.7334
C: -3.77 -3.26 0.97  0.7059
O: -4.47 -4.12 1.38  -0.4086
N: -2.44 -3.68 0.37  -0.6015
H: -2.64 -3.82 -0.63  0.4309
H: -1.81 -2.88 0.50  0.4718
C: -1.78 -4.91 0.96  -0.4029
H: -3.37 -1.20 0.99  0.2299
H: -5.15 -1.66 1.17  0.2904
H: -4.32 -1.66 -0.39  0.2539
H: -2.44 -5.75 0.75  0.2496
H: -1.55 -4.69 1.99  0.2576
H: -0.91 -5.06 0.33  0.2266
C: 3.45 0.09 0.58  -0.7290
C: 3.80 -1.14 -0.18  0.7084
O: 3.83 -2.23 0.27  -0.4100
N: 4.11 -1.05 -1.66  -0.5825
H: 3.75 -0.18 -2.04  0.4274
H: 5.12 -0.94 -1.85  0.4641
C: 3.68 -2.24 -2.47  -0.4335
H: 4.24 0.85 0.48  0.2553
H: 3.26 -0.20 1.60  0.2939
H: 2.56 0.54 0.13  0.2479
H: 4.14 -2.28 -3.45  0.2585
H: 2.59 -2.22 -2.54  0.2158
H: 3.86 -3.15 -1.90  0.2787
C: -1.54 1.37 -1.14  -0.7346
C: -1.78 0.36 -2.21  0.7247
O: -2.83 0.06 -2.62  -0.4266
N: -0.51 -0.23 -2.82  -0.6085
H: 0.16 0.53 -2.92  0.4251
H: -0.19 -0.89 -2.09  0.4939
C: -0.71 -0.91 -4.17  -0.4151
H: -2.14 1.01 -0.30  0.2794
H: -1.94 2.32 -1.50  0.2772
H: -0.48 1.47 -0.92  0.2221
H: -1.44 -1.69 -3.98  0.2452
H: 0.23 -1.40 -4.39  0.2328
H: -1.12 -0.19 -4.87  0.2580
O: 0.66 -0.11 1.67  -0.7564
C: 0.12 -1.23 1.05  0.9516
O: -0.50 -2.01 1.80  -0.7693
O: 0.24 -1.38 -0.21  -0.8842
H: 0.49 -0.60 2.53  0.5197

Its spin multiplicity is 1. As for the charge: +3. The value obtained for the calculated total energy is -34282.4211 eV. The HOMO energy is -0.6345 Ha. The energy relative to the best compared isomer or geometry (same formula, charge and spin) is 111.6 kJ/mol. For the max |F|, the calculation gives 2.39 eV/Å. The LUMO energy comes out at -8.21 eV. The calculation puts the HOMO-LUMO gap at 9.05 eV.

(2)
This record from OMol25 describes a cluster of 4 separate species, C13H33NO5S in total. The level of theory is the ωB97M-V functional and the def2-TZVPD basis.

Each line ends with the natural charge from an NBO analysis.
Element x y z (Å)
N: 0.69 5.67 1.55  -0.8342
C: 1.68 4.63 1.80  0.8562
O: 2.88 4.99 1.88  -0.5662
O: 1.40 3.23 1.93  -0.6467
S: 1.49 2.65 0.30  0.3009
H: -0.22 5.29 1.25  0.3817
H: 1.06 6.18 0.73  0.3974
H: 1.41 3.77 -0.55  0.1112
C: 0.91 2.64 4.87  -0.6562
C: -0.49 3.15 5.16  -0.0626
O: -1.52 2.29 4.68  -0.5404
C: -1.54 0.98 5.22  -0.0632
C: -1.71 0.94 6.73  -0.6442
H: 1.04 2.48 3.80  0.2331
H: 1.65 3.36 5.21  0.2165
H: 1.10 1.69 5.37  0.2000
H: -0.63 4.11 4.64  0.1827
H: -0.63 3.35 6.22  0.1587
H: -0.64 0.43 4.91  0.1603
H: -2.38 0.46 4.76  0.1853
H: -0.88 1.43 7.25  0.2039
H: -1.76 -0.10 7.08  0.2142
H: -2.63 1.45 7.02  0.2114
C: -1.61 1.75 -3.05  -0.6466
C: -0.36 1.84 -3.90  -0.0620
O: 0.61 0.84 -3.59  -0.5419
C: 0.19 -0.51 -3.77  -0.0629
C: -0.23 -0.84 -5.20  -0.6456
H: -1.36 1.81 -1.99  0.2141
H: -2.30 2.57 -3.30  0.2130
H: -2.15 0.81 -3.21  0.2066
H: 0.13 2.80 -3.71  0.1790
H: -0.59 1.83 -4.97  0.1610
H: -0.61 -0.75 -3.06  0.1683
H: 1.04 -1.14 -3.50  0.1876
H: -1.08 -0.24 -5.52  0.2011
H: -0.50 -1.89 -5.28  0.2166
H: 0.59 -0.62 -5.89  0.2101
C: 1.11 -5.16 -3.87  -0.6445
C: 1.38 -4.14 -2.78  -0.0636
O: 0.21 -3.67 -2.13  -0.5412
C: -0.58 -4.66 -1.47  -0.0632
C: 0.16 -5.40 -0.37  -0.6447
H: 0.43 -4.74 -4.62  0.2106
H: 2.04 -5.45 -4.37  0.2170
H: 0.64 -6.06 -3.48  0.2040
H: 1.86 -3.26 -3.22  0.1845
H: 2.09 -4.54 -2.04  0.1629
H: -1.00 -5.35 -2.20  0.1592
H: -1.43 -4.13 -1.03  0.1880
H: 1.01 -5.96 -0.76  0.2029
H: -0.51 -6.11 0.12  0.2160
H: 0.54 -4.69 0.37  0.2140

As for the SMILES: NC(=O)OS.CCOCC.CCOCC.CCOCC. Its spin multiplicity is 1. The value obtained for the calculated total energy is -36575.8760 eV. The HOMO energy is -0.3487 Ha. For the max |F|, the calculation gives 4.91 eV/Å. The LUMO energy comes out at 0.13 eV. The calculation puts the HOMO-LUMO gap at 9.62 eV.